# C5H14

2 unconnected molecules or ions with the total composition C5H14 at a distorted geometry (ωB97M-V/def2-TZVPD, OMol25).

```
19
Properties=species:S:1:pos:R:3:forces:R:3:lowdin_charge:R:1
C -3.35730 0.62994 0.50974 -2.840 -0.317 0.425 -0.156
H 2.26073 -1.58956 0.09693 0.404 -0.709 -0.259 0.064
H -3.56737 0.82983 -0.54313 0.903 0.245 -0.143 0.072
H 3.85366 0.30592 -1.67113 -0.928 0.399 -0.403 0.059
H -0.85958 -1.09866 0.61125 -0.454 -0.277 -0.345 0.065
H 0.06151 0.33759 0.58139 0.053 0.141 -0.535 0.056
C 2.47608 -1.21962 -0.91017 -1.426 1.258 0.709 -0.171
H 2.79611 -1.94812 -1.64504 0.457 -0.179 0.321 0.063
H -4.11672 1.24180 1.02236 0.455 0.306 0.069 0.069
H 2.82431 0.90315 -0.31997 -0.149 -0.026 0.036 0.057
H -1.60912 1.78530 1.06032 -0.461 0.180 -0.052 0.096
C 3.31634 0.04080 -0.75132 2.336 -0.763 -0.758 -0.179
H 4.25587 -0.18128 -0.21314 -0.649 0.029 0.723 0.062
C -0.91382 -0.06162 0.29352 -0.657 0.880 1.042 -0.120
H -3.83876 -0.34891 0.65045 0.687 -0.261 0.059 0.075
C -1.99787 0.76470 1.07958 2.329 -0.637 -0.346 -0.318
H 1.47413 -0.90999 -1.21580 -0.045 -0.019 -0.376 0.040
H -1.16966 0.07752 -0.75261 0.610 -0.355 -0.266 0.067
H -1.88854 0.44121 2.11676 -0.623 0.106 0.098 0.099
```
Positions in Å, forces in eV/Å.

Calculated values
Orbital gap (eV): 12.2
M (Da): 74.2
Net charge: 0
SMILES: CCC.CC
Relative energy (zero: lowest compared OMol25 entry of this formula, charge and spin) (kJ/mol): 66.4


# C51H41F3N5O4P2RbS

A molecular structure, C51H41F3N5O4P2RbS at a distorted geometry (ωB97M-V/def2-TZVPD, OMol25).

```
108
Properties=species:S:1:pos:R:3:forces:R:3:lowdin_charge:R:1
H -4.12596 5.68029 -1.75366 0.004 -0.006 -0.004 0.090
H -6.78913 -4.35806 0.57493 -0.017 -0.006 -0.003 0.097
C 3.48033 0.94349 -0.43914 -0.023 -0.138 -0.079 -0.251
C 3.78355 1.93335 -2.59721 -0.038 0.044 0.006 -0.061
C -3.29944 -4.45714 -1.86557 0.003 -0.014 0.074 -0.082
O 0.41567 1.16913 -3.49903 -0.213 -0.055 0.392 -0.043
N 2.86586 -0.57026 1.29491 0.167 -0.137 0.259 0.086
C 4.15856 0.99101 -1.65734 -0.039 -0.063 0.032 -0.018
H -3.79095 1.31591 5.07328 -0.003 -0.005 0.028 0.101
C 0.98479 -6.36601 -1.93167 0.026 0.005 -0.030 -0.077
C -1.78208 3.27751 -1.97230 0.001 -0.037 -0.148 -0.139
H 8.32564 0.98109 0.87202 0.011 -0.001 0.003 0.091
C -2.17854 3.74120 0.25702 -0.104 0.048 0.120 -0.223
H -4.33999 -1.28756 -3.79744 -0.004 0.036 -0.013 0.109
C -1.85869 3.44804 1.70000 -0.096 -0.020 -0.273 -0.241
C -4.06188 -2.17397 -3.24422 -0.052 -0.032 -0.020 -0.060
H -2.98851 -5.35553 -1.34381 0.008 -0.007 0.005 0.103
H 1.60603 -6.57868 -2.79230 0.005 -0.017 0.001 0.100
H -1.16686 2.80930 5.43343 0.018 -0.007 0.037 0.080
P -1.09105 -3.16460 -0.68115 -0.028 -0.002 -0.100 0.670
H -5.69669 -3.35113 -3.97751 0.004 0.001 0.010 0.097
C 7.57436 0.20025 0.87305 0.020 0.008 0.006 -0.103
C 3.81662 -0.08347 0.59142 -0.010 0.110 -0.130 -0.211
H -4.47185 -3.93406 1.25787 0.036 -0.023 0.029 0.100
H 2.40639 3.54010 -3.00663 0.005 -0.001 -0.015 0.104
H -3.13892 -2.84075 5.92308 -0.003 0.017 0.006 0.095
C 0.78474 -7.33229 -0.95480 0.019 -0.008 -0.017 -0.096
C -4.43083 -4.48000 -2.66428 0.011 -0.015 0.018 -0.096
C -2.24951 4.02103 4.02405 -0.002 0.030 0.004 -0.154
C -3.54022 -0.74542 5.64379 -0.009 0.016 0.023 -0.090
C -6.35996 -3.37376 0.43596 -0.003 0.047 -0.028 -0.093
H 8.99141 -1.39460 1.11463 0.019 -0.001 0.003 0.086
N 3.26580 -1.29281 2.39991 -0.254 0.054 -0.146 -0.040
C -6.55423 -1.09807 -0.32173 -0.033 0.001 -0.016 -0.080
C -4.81448 -3.33430 -3.34805 -0.030 0.039 -0.048 -0.087
C 7.94644 -1.12805 1.01046 0.038 -0.027 0.000 -0.120
C -1.37147 3.00192 4.38251 -0.098 0.066 0.122 -0.165
H -2.25397 -3.74592 1.34738 -0.016 -0.016 0.012 0.048
C -0.96549 2.39041 2.00427 -0.064 0.167 0.069 -0.084
H 2.94185 -3.93697 3.94014 0.001 -0.020 0.002 0.030
H 4.87200 -2.55452 0.86681 -0.002 0.023 0.006 0.106
F -0.64140 -1.52809 -4.76135 -0.024 0.034 -0.031 0.112
C -0.77150 2.23724 3.39727 0.215 -0.139 -0.126 -0.190
H -5.00895 -5.39082 -2.75972 -0.007 -0.013 0.001 0.096
S 1.68458 -3.40058 1.62289 0.032 0.028 0.038 0.504
H 1.24877 -8.30533 -1.05448 0.006 -0.027 0.004 0.094
C -1.73527 -2.85369 0.98944 0.066 -0.088 0.059 -0.316
H -8.13677 -2.54124 -0.43081 -0.003 -0.004 -0.001 0.094
C 2.66904 -2.41484 2.64951 -0.036 -0.036 -0.102 -0.955
H 0.58396 -4.34559 -2.53897 -0.006 0.029 -0.011 0.118
C -3.02302 -1.20321 2.96174 -0.033 -0.030 -0.015 -0.245
F -1.00238 -0.11942 -6.36836 0.038 0.003 0.083 0.101
H 1.31589 3.33730 -0.76838 -0.014 0.034 -0.018 0.102
C -5.04976 -3.13221 0.81613 -0.014 0.124 -0.011 -0.081
C -2.55681 -3.28620 -1.73734 0.036 -0.171 -0.012 -0.258
C -2.93263 -2.14928 -2.44080 0.038 0.091 -0.051 -0.063
C 5.25033 -0.44996 0.74116 -0.056 -0.008 0.094 -0.169
P -2.81528 -1.41152 1.18370 0.009 0.007 0.013 0.708
C -0.75744 -0.20670 -5.03927 0.022 -0.082 0.011 -0.513
H -1.21300 2.67317 -2.67451 0.027 -0.025 -0.039 0.086
C -2.70098 4.21027 -2.42641 -0.025 0.009 0.004 -0.089
C 0.01585 -7.04152 0.15986 -0.002 -0.045 0.039 -0.090
H 5.94561 1.57012 0.62101 -0.022 0.019 -0.006 0.117
C -2.95347 -2.25453 3.87360 -0.008 0.033 -0.060 -0.078
O -0.14649 -2.14935 -1.18784 -0.200 -0.540 -0.321 -0.488
C 0.52859 0.58720 -4.58555 -0.012 0.249 -0.298 -0.638
H -3.67382 5.26781 0.61194 -0.027 0.012 0.008 0.079
C 2.15104 2.70342 -1.04923 0.056 0.026 -0.051 -0.168
C -3.13129 4.70442 -0.13100 0.043 -0.069 0.081 -0.042
H -2.33174 -1.25196 -2.37672 0.010 0.011 0.022 0.104
C 5.63279 -1.78391 0.87789 -0.005 -0.031 -0.063 -0.022
H -1.12574 -5.56145 1.19183 -0.014 0.003 0.010 0.095
H -4.78361 0.11133 -0.10909 0.035 0.025 0.011 0.115
F -1.89900 0.20390 -4.43296 0.073 0.000 -0.010 0.097
N 2.94083 -2.93123 3.92127 0.026 0.052 0.092 0.005
C 2.76564 2.81910 -2.28644 -0.047 -0.014 -0.009 -0.067
C -3.21165 -2.02545 5.21353 -0.011 0.015 0.056 -0.094
C 6.23459 0.53283 0.73325 0.052 0.028 0.030 -0.038
H -2.67168 -3.24861 3.55042 -0.004 -0.025 -0.027 0.097
N 2.49431 1.79029 -0.14741 0.114 0.068 0.124 0.070
C -3.32835 0.08336 3.39712 0.063 -0.046 0.053 -0.049
C -7.11284 -2.35378 -0.13054 -0.050 -0.004 -0.013 -0.098
H 4.24552 1.94690 -3.57537 0.005 0.009 -0.019 0.105
H -2.72670 4.64268 4.77467 -0.011 0.013 0.013 0.074
H -0.09117 1.45782 3.73974 0.042 -0.059 0.004 0.073
O 1.45981 0.53244 -5.39384 0.018 -0.158 -0.092 -0.001
Rb -0.05966 0.29737 -0.44900 1.001 1.387 0.078 0.834
C -3.59034 0.30599 4.74121 0.021 0.015 0.010 -0.069
C -3.38951 4.93644 -1.46625 -0.005 0.014 -0.047 -0.107
C -5.24159 -0.85636 0.05233 0.030 -0.077 -0.020 -0.060
H -0.11372 -7.78032 0.94098 0.003 0.001 -0.004 0.098
H -3.30231 0.91174 2.69986 0.007 0.017 -0.050 0.108
C -4.48370 -1.87416 0.62450 0.040 -0.102 0.095 -0.251
H -7.13606 -0.30258 -0.77096 -0.016 -0.022 -0.001 0.101
H 3.74377 -2.49199 4.34970 0.018 -0.032 0.001 0.062
C -2.48435 4.24086 2.67777 0.046 -0.031 0.065 -0.097
C -0.38374 -4.82608 -0.68769 -0.007 0.006 0.049 -0.306
C 6.97036 -2.11699 1.00657 0.021 -0.063 0.006 -0.093
N -1.53248 3.04958 -0.68868 0.168 -0.078 0.069 0.082
H -0.83586 -2.70769 1.61122 -0.035 -0.016 -0.003 0.021
H 7.24928 -3.15936 1.10543 0.032 0.001 -0.001 0.093
C 0.40727 -5.11567 -1.79859 -0.011 -0.008 0.013 -0.056
H -3.14977 5.05556 2.41904 -0.052 0.045 -0.032 0.070
H -3.73147 -0.56395 6.69438 -0.001 0.003 0.016 0.095
O -2.35792 -0.17461 0.51076 -0.907 -0.439 0.083 -0.492
H -2.86567 4.34914 -3.48631 -0.007 0.012 -0.023 0.089
C -0.56568 -5.78931 0.29486 -0.016 0.022 0.038 -0.106
H 4.93418 0.26845 -1.87282 0.019 -0.014 0.001 0.114
```
Positions in Å, forces in eV/Å.

Calculated values
Orbital gap (eV): 4.7
M (Da): 1024.4
Net charge: -2
Relative energy (zero: lowest compared OMol25 entry of this formula, charge and spin) (kJ/mol): 97.0


# C29H54N8O5P2S

8 unconnected molecules or ions with the total composition C29H54N8O5P2S at a distorted geometry (ωB97M-V/def2-TZVPD, OMol25).

```
99
Properties=species:S:1:pos:R:3:forces:R:3:lowdin_charge:R:1
O -1.92959 -3.66874 -2.38863 0.473 0.407 -0.014 -0.168
N 1.51479 1.35914 3.05210 0.112 0.039 0.719 0.158
P -3.30253 -2.91551 -2.64434 -1.360 -0.802 0.640 0.128
H 3.92179 1.27177 -0.36445 -0.246 -0.038 0.221 0.064
C -1.31426 0.09591 -1.55755 -0.177 0.054 -0.512 -0.296
H 1.02477 0.16086 5.91105 -0.016 0.004 0.039 0.084
C 3.33687 0.32563 -2.18598 0.077 0.169 0.039 -0.207
O 0.98351 0.57329 -1.68963 -0.006 0.009 0.194 -0.146
H 1.00218 2.49737 0.57756 -0.029 0.016 0.028 0.034
H -0.41698 1.45552 -2.92193 -0.008 -0.092 -0.128 0.122
H -1.72151 -3.61904 -1.44549 0.148 -0.294 -0.028 0.088
C -3.26127 -1.31046 -1.80439 0.188 0.635 -0.305 -0.294
H 0.54650 4.07418 -3.98061 -0.004 -0.002 0.011 0.056
C 0.55940 3.42267 0.21203 -0.242 0.333 -0.089 -0.158
C -0.69972 0.14866 1.21660 0.167 0.046 0.070 -0.008
P 2.39951 2.95647 -1.83724 0.722 0.202 0.385 1.030
N -1.73925 1.24063 -0.73438 -0.749 -1.091 0.667 -0.025
O -2.37561 -0.36072 -2.38816 0.034 -0.338 0.230 -0.130
N -5.82361 -3.88174 6.99475 0.313 0.081 -0.596 0.113
H -0.07112 -0.24558 -3.29072 0.062 -0.130 0.077 0.144
H 3.11269 -0.68335 -2.54602 0.051 0.014 -0.085 0.125
C 3.90762 0.26102 -0.76888 0.265 -0.045 -0.389 -0.221
C 2.64438 3.76491 -3.47957 -0.728 -0.183 0.003 -0.424
H -3.84294 1.45900 -1.01528 0.000 -0.029 -0.050 0.087
H -9.90336 3.16442 1.50958 -0.001 0.014 0.007 0.084
N -8.87696 0.21268 1.13141 -0.225 0.688 0.261 0.145
H -2.79242 2.13052 -2.30363 -0.069 -0.127 0.013 0.096
H -6.95233 -1.18416 1.78426 -0.028 0.003 -0.013 0.057
H -0.04920 3.20498 -1.85695 -0.021 0.030 0.024 0.046
H 0.97430 4.25964 0.77587 0.200 -0.141 0.051 0.069
O -3.20045 -2.64247 -4.19734 0.259 0.296 -0.359 -0.167
H 3.52717 3.30949 -3.92947 0.178 0.210 0.046 0.060
H 2.83748 4.80948 -3.22822 0.327 0.006 -0.123 0.063
C 6.55135 2.66559 -2.05655 -0.430 -0.531 -0.860 -0.264
H 6.30746 4.10322 -0.56527 -0.010 -0.002 0.014 0.084
C 1.04700 1.20697 5.61048 -0.008 -0.055 0.107 -0.061
H 5.43372 -1.89573 0.72336 -0.044 -0.067 -0.008 0.067
H 0.08213 1.66183 5.82714 0.001 -0.011 0.005 0.085
H -0.99126 -0.72461 -0.92138 0.110 0.065 0.116 0.140
H 8.58903 -3.69348 -4.98432 0.013 -0.008 -0.003 0.082
H -3.65075 -3.98417 4.72963 0.035 0.061 -0.084 0.059
H 1.27240 2.69016 -4.79765 -0.018 0.015 -0.003 0.057
H 3.26208 -0.38937 -0.17549 -0.027 0.264 0.305 0.107
H -1.59277 -6.46455 5.68722 -0.002 -0.017 0.006 0.084
H 0.21385 0.17699 0.62399 -0.073 -0.090 -0.052 0.070
C 1.46154 3.70578 -4.44678 0.010 0.044 -0.088 -0.161
H -2.21609 -5.50818 7.04505 -0.003 -0.006 0.005 0.082
H -0.53987 -6.08962 7.06347 -0.008 -0.015 0.009 0.082
S -4.89439 -3.87115 -2.09059 0.308 0.307 -0.077 0.259
H 7.26903 2.69001 -0.09481 -0.002 -0.002 0.011 0.078
C 8.48333 -3.52455 -3.91460 0.056 -0.036 -0.007 -0.068
C -9.32503 2.55013 2.19671 -0.014 0.068 0.027 -0.064
C 7.05695 3.38901 -0.90185 -0.005 0.040 0.079 -0.062
H 1.64388 4.32530 -5.32706 0.023 -0.033 -0.037 0.066
C -0.90955 -4.48887 5.76729 0.174 0.725 -0.362 -0.293
H -5.84585 0.14172 1.36624 -0.047 0.021 -0.034 0.082
C -1.77604 1.02486 0.64556 -0.668 0.640 0.369 -0.485
N 6.27791 -2.21685 -3.43916 0.566 -0.383 -0.212 0.164
H 4.08621 0.75578 -2.85711 0.065 -0.109 0.032 0.079
H 0.81141 4.69771 -1.53044 -0.023 0.011 -0.006 0.076
C -6.09480 -0.90208 1.18176 0.101 -0.057 -0.132 -0.086
C -4.62640 -3.50235 4.70711 0.008 -0.025 0.052 -0.093
C -5.30242 -3.71432 5.97943 -0.336 -0.113 0.700 -0.288
H 7.96940 3.91944 -1.16703 0.006 0.011 0.014 0.081
H -5.20949 -3.92244 3.89148 0.003 0.009 -0.016 0.074
N 6.14047 2.08703 -2.96759 0.419 0.611 0.649 0.161
H -4.29232 -0.95697 -1.90122 0.026 0.130 0.109 0.090
C 1.32016 1.29179 4.18581 0.107 0.096 -0.760 -0.250
H -8.37985 3.04532 2.41066 -0.002 0.013 0.003 0.085
H -1.05213 -0.87893 1.31823 -0.058 -0.054 -0.005 0.089
C -1.34011 -5.71113 6.43077 -0.015 -0.059 0.026 -0.071
H -6.34595 -1.04520 0.13181 -0.065 0.035 0.024 0.077
C -9.07515 1.24687 1.60034 0.116 -0.701 -0.313 -0.254
H -3.07399 -1.48236 -0.74425 0.023 0.025 0.204 0.088
H -4.06771 -2.35686 -4.51597 0.061 -0.169 -0.181 0.085
C 2.09115 1.17774 -2.36159 -0.304 -0.137 -0.322 -0.464
H -9.88220 2.42907 3.12345 -0.004 0.012 0.007 0.085
H -4.48536 -2.43921 4.52857 0.034 -0.024 -0.023 0.069
C 0.78004 3.63147 -1.29007 -0.167 -0.300 -0.167 -0.420
H 5.96629 0.33015 -0.11602 0.161 -0.137 0.002 0.088
H -0.44887 0.51584 2.20130 -0.183 -0.003 0.121 0.044
H 4.51193 -2.27023 -0.74795 0.000 -0.054 0.099 0.069
H 8.46259 -4.48443 -3.40231 0.013 -0.008 -0.003 0.082
H -2.92415 2.94505 -0.75040 -0.051 -0.084 0.056 0.092
H 5.73569 -0.22494 -1.78267 0.145 0.170 0.088 0.050
C -4.94871 -1.72360 1.52667 0.724 -0.339 0.366 -0.272
H 6.24535 -2.27924 -0.82481 0.110 0.049 0.251 0.037
H 1.87541 1.18971 -3.43668 -0.058 -0.040 0.022 0.100
N -4.03237 -2.34146 1.85646 -0.420 0.281 -0.356 0.148
O -2.62440 1.57696 1.34967 0.836 -0.501 -0.704 0.035
C -2.90231 1.96807 -1.23201 0.409 0.598 -0.242 -0.036
H -0.51074 3.41175 0.42815 0.038 -0.078 0.076 0.058
C -0.17663 0.47940 -2.47752 -0.046 0.491 -0.091 -0.139
C 5.34834 -0.29250 -0.76664 -0.410 -0.372 -0.141 -0.273
N -0.58980 -3.51260 5.24307 -0.177 -0.604 0.346 0.126
H 9.33560 -2.94898 -3.55895 0.013 -0.005 -0.003 0.082
C 7.25154 -2.79656 -3.64950 -0.660 0.414 0.118 -0.256
C 5.40180 -1.76797 -0.35957 -0.033 0.090 -0.172 -0.126
H 1.82257 1.72825 6.16850 -0.008 -0.013 0.014 0.082
```
Positions in Å, forces in eV/Å.

Calculated values
Orbital gap (eV): 8.1
M (Da): 688.8
Net charge: 0
SMILES: CCCC[C@@H](OC[C@H](OCP(O)(O)=S)N(C)C(C)=O)P(CC)CC.CC#N.CC#N.CC#N.CC#N.CC#N.CC#N.CC#N